[1]
The following is a quantum chemistry calculation of a structure of composition C5H10AuO3, from OMol25.

Structure (ORCA input):
```
! RIJCOSX wB97M-V def2-TZVPD def2/J DEFGRID3
* xyz 2 4
O -2.2983 -0.5456 0.9035
C -2.1704 0.7523 1.1006
C -0.9472 1.4270 0.5987
O 0.0175 0.4922 0.1425
C 0.7844 0.5540 -1.0443
C 1.6888 -0.6558 -1.0079
O 0.9049 -1.7913 -0.6171
C 1.5626 -3.0411 -0.8307
Au -0.4599 -1.3019 0.6965
H -2.9930 1.3504 1.5078
H -1.2001 1.9795 -0.3283
H 1.3769 1.4776 -1.0817
H 0.0773 0.4939 -1.8853
H 2.5027 -0.5245 -0.2797
H 2.1209 -0.8303 -2.0020
H 0.9446 -3.8207 -0.3746
H 1.6506 -3.2268 -1.9087
H 2.5599 -3.0209 -0.3706
H -0.3350 1.7062 1.6304
*
```

* LUMO (alpha / beta): -9.278 / -13.157 eV
* HOMO (alpha / beta): -16.37 / -20.14 eV
* largest force on an atom: 4.9 eV Å⁻¹
* relative energy (zero: lowest compared OMol25 entry of this formula, charge and spin): 31.9 kcal per mole
* expectation value of S²: 3.760
* gap between HOMO and LUMO (alpha / beta): 7.09 / 6.98 eV

[2]
The following is a quantum chemistry calculation of a cluster of 2 separate species, C9H14O in total, from OMol25.

Structure (ORCA input):
```
! RIJCOSX wB97M-V def2-TZVPD def2/J DEFGRID3
* xyz 0 1
C -0.3289 0.2199 -3.2979
C -0.5783 -1.0686 -2.5290
H 0.2689 0.0593 -4.2105
H -1.1972 0.7348 -3.7041
H 0.2722 0.9650 -2.7547
H 0.3412 -1.2755 -1.9717
H -0.7338 -1.9224 -3.1796
H -1.4144 -0.9790 -1.8539
C 2.5150 -1.2424 0.2053
C -1.0522 0.8351 1.2704
C -0.8515 -0.4525 1.7469
C -0.1676 1.4512 0.3922
C 0.3733 -1.0533 1.4659
C 1.0259 0.7988 0.1203
C 1.3244 -0.4465 0.6782
O -2.2846 1.4509 1.3434
H -1.6969 -0.8936 2.2632
H -2.8641 1.0902 2.0164
H -0.4135 2.3534 -0.1394
H 0.4860 -2.0638 1.8381
H 1.7498 1.2908 -0.5189
H 3.4530 -0.7956 0.5404
H 2.5890 -1.1910 -0.8805
H 2.4522 -2.2460 0.6127
*
```

* LUMO: 0.880 eV
* HOMO: -8.40 eV
* largest force on an atom: 1.8 eV Å⁻¹
* relative energy (zero: lowest compared OMol25 entry of this formula, charge and spin): 9.5 kcal per mole
* gap between HOMO and LUMO: 9.28 eV
* SMILES: Cc1ccc(O)cc1.CC

[3]
The following is a quantum chemistry calculation of a structure of composition C40H42CoGeNO3S2, from OMol25.

Structure (ORCA input):
```
! RIJCOSX wB97M-V def2-TZVPD def2/J DEFGRID3
* xyz -2 5
Co 10.8219 13.8313 10.1983
C 9.4397 11.0868 11.8601
C 9.1778 12.4500 12.4766
C 9.3799 12.5554 14.0083
C 10.0394 13.5902 11.9466
H 8.5529 10.4443 12.0304
H 10.2954 10.5698 12.2983
H 9.6549 11.1599 10.7794
H 8.1015 12.6224 12.2359
H 10.3808 12.2702 14.4131
H 8.6822 11.9099 14.5418
H 9.2374 13.6033 14.2970
H 11.0075 13.5955 12.4947
H 9.4729 14.5405 11.8764
C 15.6668 7.7551 15.1166
C 16.1712 8.5555 13.9526
C 17.5620 8.6715 13.7328
C 18.0245 9.5267 12.7209
C 17.1443 10.2177 11.8996
C 15.7556 10.0060 12.0559
N 14.8402 10.5731 11.1483
C 14.0365 9.8152 10.3301
C 14.2443 8.4563 10.0766
C 13.4049 7.7203 9.3123
C 12.2648 8.3157 8.7467
C 12.0161 9.6485 8.9894
C 12.9413 10.4379 9.7129
C 12.6869 11.8941 9.9089
O 13.5272 12.6172 10.5558
O 11.6891 12.3571 9.3060
C 15.2378 9.2277 13.1495
C 13.8045 9.2581 13.5821
H 16.5574 7.2615 15.6160
H 14.9465 6.9389 14.8713
H 15.2224 8.4567 15.8183
H 18.2303 8.1562 14.3733
H 19.0935 9.5959 12.5658
H 17.5691 10.7421 11.0507
H 14.6596 11.5762 11.0019
H 15.1147 7.9415 10.5152
H 13.6484 6.6508 9.2316
H 11.5281 7.6940 8.1918
H 11.1345 10.0910 8.6055
H 13.2913 8.2696 13.3616
H 13.2851 10.0202 12.9734
H 13.6301 9.4648 14.6632
C 5.7967 15.2315 10.9920
O 6.9208 15.5269 10.1377
C 7.7331 14.4373 9.8096
S 7.2830 12.8652 9.7604
S 9.2870 15.0971 9.4108
H 5.9152 15.8942 11.8756
H 5.7201 14.1813 11.1930
H 4.8855 15.5841 10.4099
C 12.0084 15.1244 10.6797
Ge 13.8646 15.7137 10.4505
C 13.6754 17.7029 10.5136
C 13.2961 18.4008 9.3746
C 13.0477 19.7718 9.5098
C 13.2915 20.4794 10.6839
C 13.7597 19.7626 11.7856
C 13.8596 18.3755 11.7504
C 15.4210 15.4687 11.7681
C 15.3623 14.5463 12.8154
C 16.3481 14.6072 13.8272
C 17.3230 15.5863 13.8089
C 17.4127 16.4770 12.6852
C 16.5099 16.3344 11.6138
C 14.4793 15.4844 8.5860
C 13.6409 14.9163 7.6263
C 13.9971 14.9350 6.2575
C 15.1505 15.5907 5.8699
C 15.9555 16.2271 6.8412
C 15.6376 16.1533 8.1749
H 11.4794 15.8015 11.3299
H 13.0561 17.8499 8.4556
H 12.5789 20.2548 8.6470
H 13.2533 21.5552 10.7082
H 13.9496 20.3170 12.6603
H 14.0254 17.6829 12.6101
H 14.5804 13.7871 12.9065
H 16.3379 13.8630 14.6745
H 18.0850 15.6125 14.5560
H 18.2947 17.1016 12.6600
H 16.6823 16.9128 10.6834
H 12.6764 14.4342 7.9324
H 13.3783 14.3428 5.5488
H 15.5212 15.7116 4.8207
H 16.8059 16.7590 6.4741
H 16.3612 16.5245 8.8999
*
```

* LUMO (alpha / beta): 4.010 / 4.010 eV
* HOMO (alpha / beta): 0.09 / -1.74 eV
* largest force on an atom: 3.7 eV Å⁻¹
* expectation value of S²: 6.024
* gap between HOMO and LUMO (alpha / beta): 3.92 / 5.75 eV

[4]
The following is a quantum chemistry calculation of a cluster of 2 separate species, C3H9NO in total, from OMol25.

Structure (ORCA input):
```
! RIJCOSX wB97M-V def2-TZVPD def2/J DEFGRID3
* xyz 0 1
O -1.9989 -1.0920 -1.9150
C -2.4308 0.0285 -1.9909
H -1.8174 0.8725 -1.6462
H -3.4497 0.1648 -2.3754
C 1.2095 1.0351 0.8734
C 1.4092 -0.4795 0.8679
N 0.2126 -1.2511 0.5324
H 0.4183 1.3177 1.5723
H 2.0799 1.6163 1.1934
H 1.0137 1.3607 -0.1488
H 2.2192 -0.6495 0.1502
H 1.8410 -0.9369 1.7616
H -0.4053 -1.2050 1.3385
H -0.3014 -0.7816 -0.2135
*
```

* LUMO: 0.728 eV
* HOMO: -9.19 eV
* largest force on an atom: 1.0 eV Å⁻¹
* relative energy (zero: lowest compared OMol25 entry of this formula, charge and spin): 40.3 kcal per mole
* gap between HOMO and LUMO: 9.92 eV
* SMILES: C=O.CCN

[5]
The following is a quantum chemistry calculation of an isolated molecule of C6H12, from OMol25.

Structure (ORCA input):
```
! RIJCOSX wB97M-V def2-TZVPD def2/J DEFGRID3
* xyz 0 1
C -1.3381 -1.5266 0.1388
C -0.1463 -0.7927 -0.4179
C -0.1804 0.7263 -0.4545
C -1.3331 1.5617 0.1425
C 0.7962 -0.0283 0.4312
C 2.2924 0.0368 0.0680
H -1.0128 -2.4871 0.4976
H -2.1753 -1.6872 -0.5717
H -1.7345 -0.9678 0.9930
H 0.3700 -1.2145 -1.2870
H 0.2336 1.1519 -1.3220
H -1.5268 1.3163 1.2283
H -2.2961 1.3142 -0.4414
H -1.0396 2.6759 0.0441
H 0.5911 -0.0215 1.4760
H 2.8802 -0.7446 0.6549
H 2.4515 -0.2166 -1.0367
H 2.7145 1.0184 0.3162
*
```

* LUMO: 1.222 eV
* HOMO: -9.48 eV
* largest force on an atom: 1.9 eV Å⁻¹
* relative energy (zero: lowest compared OMol25 entry of this formula, charge and spin): 30.6 kcal per mole
* gap between HOMO and LUMO: 10.70 eV
* SMILES: C[C@H]1[C@H](C)[C@H]1C

[6]
The following is a quantum chemistry calculation of a structure of composition C9H19Br3CaFN2NaO8P, from OMol25.

Structure (ORCA input):
```
! RIJCOSX wB97M-V def2-TZVPD def2/J DEFGRID3
* xyz -1 1
C -1.0673 1.1412 -3.5847
P -1.3152 -0.2580 -2.3969
C -0.0916 -1.5707 -2.6723
O -1.3419 0.2803 -0.8241
C -0.1452 0.7382 -0.3442
O 0.8436 0.0523 -0.2436
O -0.2223 1.9999 0.0236
C 1.0488 2.6277 0.0112
C 1.6520 2.6534 -1.4054
C 3.0765 1.9506 -1.3797
N 3.2206 0.9151 -2.3915
H -0.0599 1.1930 -3.9996
H -1.7124 0.9220 -4.4334
H -1.2899 2.1230 -3.1665
H -0.3535 -2.4181 -2.0472
H 0.9402 -1.3218 -2.4477
H -0.2158 -1.8918 -3.7031
H 0.8656 3.6572 0.3078
H 1.7386 2.2418 0.7496
H 1.0339 2.1503 -2.1372
H 1.7233 3.7141 -1.7253
H 3.2833 1.4834 -0.4285
H 3.8366 2.7209 -1.6489
H 2.7816 0.0657 -2.0711
H 2.7632 1.2294 -3.2348
Ca -3.3792 1.2709 -4.9873
F -0.4504 3.7758 1.6469
C -4.4346 -0.2642 0.8319
Br -5.0113 -1.2174 2.4013
Br -4.8216 -1.2626 -0.7668
Br -5.1544 1.5180 0.7596
H -3.3601 -0.1694 0.8915
O -0.5089 -1.3391 4.2863
C -0.5167 -2.4141 3.7032
C -0.5433 -2.0214 1.8819
O -0.5916 -3.0818 1.2698
H -1.3873 -3.0903 3.8373
H 0.3682 -3.0845 3.7820
H 0.3439 -1.3795 1.7487
H -1.3996 -1.3217 1.7721
Na 3.3737 4.6995 -1.3502
N 1.6249 -4.2530 5.8768
O 2.3334 -3.3823 5.3316
O 0.5646 -4.6317 5.3119
O 1.9578 -4.7503 6.9651
*
```

* LUMO: -1.436 eV
* HOMO: -3.82 eV
* largest force on an atom: 5.7 eV Å⁻¹
* relative energy (zero: lowest compared OMol25 entry of this formula, charge and spin): 15.8 kcal per mole
* gap between HOMO and LUMO: 2.38 eV